[1]
Formula: C2H5InO
Source: the Open Molecules 2025 dataset
Level of theory: wB97M-V/def2-TZVPD

Values from the calculation:
E_LUMO   -15.50 eV
Total charge   +2
Orbital gap   5.08 eV
HOMO level   -20.57 eV

Atoms and positions in Å:
In  -3.4812  -2.1893  -1.1561
C  1.1676  0.1342  0.2894
C  -0.2698  0.3979  -0.0071
O  -1.0546  -0.7644  -0.1522
H  1.6152  1.1243  0.3754
H  1.6562  -0.3099  -0.5779
H  1.3436  -0.4394  1.1994
H  -0.3722  1.0936  -0.8399
H  -0.6047  0.9531  0.8690

So, what does the natural (NBO) scheme give us? The charges, in e, come out as: number 1, In, carries 1.016; number 2, C, carries -0.654; number 3, C, carries -0.204; number 4, O, carries 0.011; number 5, H, carries 0.279; number 6, H, carries 0.340; number 7, H, carries 0.316; number 8, H, carries 0.409; number 9, H, carries 0.488

[2]
Formula: C2H5LiO2Rh
Source: the Open Molecules 2025 dataset
Level of theory: wB97M-V/def2-TZVPD

Values from the calculation:
E_LUMO (spin up / spin down)   -8.71 / -12.74 eV
Total charge   +2
Multiplicity   6
Orbital gap (spin up / spin down)   7.08 / 7.70 eV
<S²>   8.761
HOMO level (spin up / spin down)   -15.79 / -20.45 eV

Atoms and positions in Å:
O  -0.5025  -0.1599  -0.5498
C  0.3578  -1.1191  -0.9219
C  0.2798  -2.4282  -0.6526
Li  0.0998  1.4571  0.1226
Rh  -2.3404  -0.5352  -0.6913
H  1.4362  -0.8593  -1.1100
H  0.9749  -2.9586  -1.3507
H  -0.5287  -2.8400  -0.0428
H  0.5470  2.8601  2.3120
O  0.0679  2.8710  1.4771
H  -0.3920  3.7122  1.4074

So, what does the natural (NBO) scheme give us? The charges, in e, come out as: number 1, O, carries -0.778; number 2, C, carries 0.226; number 3, C, carries -0.119; number 4, Li, carries 0.966; number 5, Rh, carries 0.893; number 6, H, carries 0.251; number 7, H, carries 0.287; number 8, H, carries 0.254; number 9, H, carries 0.529; number 10, O, carries -1.038; number 11, H, carries 0.529

[3]
Formula: C2H5N
Source: the Open Molecules 2025 dataset
Level of theory: wB97M-V/def2-TZVPD

Values from the calculation:
E_LUMO   1.12 eV
Orbital gap   11.07 eV
HOMO level   -9.95 eV

Atoms and positions in Å:
C  1.8566  -0.5820  0.0283
C  1.7066  0.5664  -0.0888
H  1.7632  -1.6449  -0.1233
H  1.3967  1.5818  0.0841
N  -1.3588  -0.1020  -0.0514
H  -2.1050  -0.3583  -0.7217
H  -1.8252  -0.3707  0.7864
H  -1.4342  0.9098  0.0863

So, what does the natural (NBO) scheme give us? The charges, in e, come out as: number 1, C, carries -0.223; number 2, C, carries -0.236; number 3, H, carries 0.233; number 4, H, carries 0.226; number 5, N, carries -1.041; number 6, H, carries 0.350; number 7, H, carries 0.344; number 8, H, carries 0.347

[4]
Formula: C2H5N2
Source: the Open Molecules 2025 dataset
Level of theory: wB97M-V/def2-TZVPD

Values from the calculation:
E_LUMO   -4.15 eV
Total charge   +1
Orbital gap   11.96 eV
HOMO level   -16.11 eV

Atoms and positions in Å:
N  0.4114  0.3526  1.4830
C  -0.0578  0.0389  0.2650
C  -0.2892  -0.8519  -0.8736
N  -0.2361  0.5917  -0.8868
H  0.6119  -0.1077  2.3354
H  0.5048  1.3896  1.4762
H  0.5650  -1.3465  -1.3038
H  -1.2167  -1.5313  -1.1309
H  -0.2932  1.4645  -1.3646

So, what does the natural (NBO) scheme give us? The charges, in e, come out as: number 1, N, carries -0.707; number 2, C, carries 0.557; number 3, C, carries -0.202; number 4, N, carries -0.489; number 5, H, carries 0.466; number 6, H, carries 0.428; number 7, H, carries 0.225; number 8, H, carries 0.258; number 9, H, carries 0.464

[5]
Formula: C2H5N2
Source: the Open Molecules 2025 dataset
Level of theory: wB97M-V/def2-TZVPD

Values from the calculation:
E_LUMO   -4.04 eV
Total charge   +1
Orbital gap   11.94 eV
HOMO level   -15.98 eV

Atoms and positions in Å:
C  -1.2509  0.1450  -0.1765
C  0.6825  -0.3067  -0.4653
N  -2.3606  0.0581  0.0696
N  1.5142  0.3022  0.3616
H  0.8427  -0.1969  -1.5827
H  0.2054  -1.2646  -0.1882
H  -3.1928  0.1432  0.6112
H  1.4760  0.0050  1.3467
H  2.0837  1.1147  0.0236

So, what does the natural (NBO) scheme give us? The charges, in e, come out as: number 1, C, carries 0.424; number 2, C, carries -0.015; number 3, N, carries -0.551; number 4, N, carries -0.719; number 5, H, carries 0.266; number 6, H, carries 0.241; number 7, H, carries 0.480; number 8, H, carries 0.431; number 9, H, carries 0.444

[6]
Formula: C2H5N2
Source: the Open Molecules 2025 dataset
Level of theory: wB97M-V/def2-TZVPD

Values from the calculation:
E_LUMO   -5.51 eV
Total charge   +1
Orbital gap   10.36 eV
HOMO level   -15.86 eV

Atoms and positions in Å:
C  -0.8397  -0.8079  -0.1630
C  0.6480  0.5783  0.0561
N  -0.5508  0.6742  -0.7343
N  0.2403  -0.6995  0.5786
H  -1.3990  -1.5590  -0.5190
H  1.5714  0.5335  -0.5353
H  0.9543  1.2453  0.9314
H  -1.2602  1.3425  -0.8890
H  0.6357  -1.3074  1.2745

So, what does the natural (NBO) scheme give us? The charges, in e, come out as: number 1, C, carries 0.418; number 2, C, carries -0.058; number 3, N, carries -0.562; number 4, N, carries -0.451; number 5, H, carries 0.241; number 6, H, carries 0.258; number 7, H, carries 0.245; number 8, H, carries 0.447; number 9, H, carries 0.462

Computed energy above the lowest of the compared OMol25 structures with the same formula, charge and spin (kcal per mole) in order:
31.7 0.0 47.3 21.7 23.0 37.1
Computed calculated total energy (eV) in order:
-9351.2885 -9439.3910 -3642.4630 -5126.1039 -5126.0483 -5125.4393